Molecular formula: C4H7NS
Method: DFT, ωB97M-V with the def2-TZVPD basis set

As for the HOMO-LUMO gap: 8.86 eV. The molecular weight comes out at 101.17 g mol⁻¹. Its energy above the lowest of the compared OMol25 structures with the same formula, charge and spin is 1.197 eV. The value obtained for the highest occupied orbital energy is -8.138 eV. The LUMO energy comes out at 0.7 eV.

Each line ends with the Löwdin charge.
Element x y z (Å)
C: -2.62 -0.61 -0.24  -0.012
C: -1.81 0.44 -0.26  -0.163
C: -0.65 0.42 0.74  -0.263
C: 0.73 0.39 0.23  -0.875
N: 1.31 1.47 -0.24  0.073
S: 1.46 -1.12 -0.10  0.561
H: -2.56 -1.56 0.37  0.086
H: -3.58 -0.56 -0.77  0.053
H: -2.02 1.34 -0.91  0.118
H: -0.63 1.33 1.35  0.112
H: -0.72 -0.43 1.42  0.097
H: 2.12 1.29 -0.83  0.096
H: 0.97 2.42 -0.22  0.117

***

Molecular formula: C16H35EuF2N2O8P2S2Si
Method: DFT, ωB97M-V with the def2-TZVPD basis set

As for the HOMO-LUMO gap (spin up / spin down): 3.95 / 4.06 eV. As for the expectation value of S²: 15.76. The spin multiplicity is 8. The molecular weight comes out at 727.59 g mol⁻¹. As for the net charge: +1. The value obtained for the highest occupied orbital energy (spin up / spin down) is -9.355 / -9.355 eV. The LUMO energy (spin up / spin down) comes out at -5.4 / -5.3 eV.

Each line ends with the Löwdin charge.
Element x y z (Å)
C: -2.56 1.68 -0.39  -0.033
C: -2.06 1.00 -1.61  -0.417
N: -2.45 1.48 -2.74  0.093
C: -1.25 -0.27 -1.63  -0.213
P: 0.03 -0.78 -0.34  0.661
C: -1.20 -1.16 1.04  -0.276
C: -2.43 -2.06 0.87  -0.202
C: -2.18 -3.50 1.23  -0.194
O: -3.24 -4.29 0.67  -0.016
C: -3.39 -5.51 1.22  -0.564
C: -3.25 -6.63 0.25  0.026
O: -3.62 -5.67 2.37  0.138
P: 1.77 -1.64 0.93  0.837
N: 1.25 -3.16 1.46  -0.193
O: 2.95 -2.01 -0.15  -0.321
S: -0.15 -2.77 -1.68  0.576
O: 0.41 -2.42 -2.96  -0.336
O: -1.44 -3.38 -1.70  -0.321
F: 0.86 -3.88 -1.10  -0.242
O: 1.30 -0.25 -1.57  -0.283
C: 1.74 0.96 -1.52  -0.784
O: 1.06 1.71 -2.78  -0.293
S: 3.54 0.99 -1.93  0.940
C: 1.30 1.63 -0.17  -0.467
C: 2.53 1.70 0.77  -0.224
C: 2.22 1.74 2.26  -0.178
C: 3.39 1.17 3.05  -0.201
F: 4.60 1.56 2.50  -0.048
Si: 0.77 3.47 -0.24  0.627
C: 2.15 4.60 -0.84  -0.165
C: -0.68 3.93 -1.42  -0.288
C: 0.20 4.15 1.40  -0.132
O: 0.34 0.77 0.38  -0.330
H: -3.40 1.11 -0.01  0.111
H: -2.94 2.66 -0.64  0.070
H: -1.83 1.75 0.41  0.065
H: -2.16 0.85 -3.49  0.057
H: -1.95 -1.09 -1.78  0.085
H: -0.67 -0.22 -2.54  0.062
H: -0.69 -1.45 1.96  0.068
H: -1.58 -0.17 1.29  0.059
H: -3.17 -1.71 1.60  0.119
H: -2.92 -2.01 -0.09  0.098
H: -2.16 -3.64 2.31  0.128
H: -1.24 -3.86 0.81  0.092
H: -4.00 -7.38 0.49  0.090
H: -3.38 -6.30 -0.77  0.086
H: -2.28 -7.09 0.37  0.096
H: 1.65 -3.99 1.03  0.039
H: 1.22 -3.25 2.46  0.043
H: 3.19 -2.94 -0.13  0.053
H: 1.39 1.16 -3.51  0.073
H: 3.52 2.19 -2.49  -0.149
H: 3.16 0.84 0.59  0.064
H: 3.17 2.55 0.53  0.092
H: 1.35 1.13 2.50  0.108
H: 2.09 2.76 2.61  0.097
H: 3.36 1.54 4.07  0.119
H: 3.33 0.08 3.08  0.093
H: 2.91 4.68 -0.08  0.050
H: 1.73 5.59 -0.97  0.040
H: 2.62 4.27 -1.77  0.014
H: -0.92 3.19 -2.16  -0.114
H: -0.50 4.90 -1.93  0.012
H: -1.59 4.09 -0.86  0.054
H: -0.77 4.64 1.29  0.041
H: 0.89 4.89 1.79  0.052
H: 0.05 3.36 2.12  0.040
Eu: -0.01 3.72 -3.70  1.721

***

Molecular formula: C27H33N3O7S2Tc
Method: DFT, ωB97M-V with the def2-TZVPD basis set

As for the HOMO-LUMO gap (spin up / spin down): 7.13 / 5.17 eV. As for the expectation value of S²: 3.77. The spin multiplicity is 4. The molecular weight comes out at 673.71 g mol⁻¹. As for the net charge: +2. The value obtained for the highest occupied orbital energy (spin up / spin down) is -12.895 / -12.894 eV. The LUMO energy (spin up / spin down) comes out at -5.8 / -7.7 eV.

Each line ends with the Löwdin charge.
Element x y z (Å)
Tc: -1.99 0.15 0.83  1.711
C: -5.03 0.37 0.39  -0.112
C: -4.49 1.79 0.44  -0.120
N: -3.26 1.88 1.36  -0.126
C: -3.52 2.03 2.82  -0.126
C: -2.66 1.04 3.62  -0.171
N: -2.59 -0.20 2.83  -0.190
C: -3.91 -0.98 2.92  -0.134
C: -4.06 -1.74 1.60  -0.153
N: -3.97 -0.71 0.49  -0.147
H: -5.71 0.18 1.25  0.128
H: -5.59 0.15 -0.53  0.148
H: -4.17 2.16 -0.52  0.120
H: -5.28 2.37 0.82  0.119
H: -2.76 2.72 1.07  0.140
H: -3.40 3.08 3.10  0.151
H: -4.53 1.65 2.93  0.109
H: -1.56 1.32 3.71  0.149
H: -3.09 0.92 4.58  0.125
H: -1.91 -0.71 3.42  0.149
H: -3.79 -1.69 3.81  0.169
H: -4.77 -0.29 3.11  0.116
H: -3.22 -2.42 1.58  0.119
H: -5.05 -2.26 1.62  0.154
H: -3.92 -1.34 -0.35  0.156
O: -0.29 1.04 1.33  -0.636
S: 1.04 0.55 0.48  1.165
C: 2.20 1.93 0.53  -0.284
C: 2.66 2.36 -0.87  -0.250
C: 1.58 2.96 -1.72  -0.235
C: 1.97 2.71 -3.19  -0.423
S: 1.32 1.18 -3.96  1.002
O: 1.75 0.07 -2.80  -0.500
C: 3.11 -0.42 -2.78  -0.283
C: 3.29 -1.16 -1.61  -0.076
C: 4.47 -1.76 -1.33  -0.052
C: 5.55 -1.56 -2.26  -0.044
C: 5.33 -0.85 -3.46  -0.068
C: 4.11 -0.28 -3.76  -0.026
C: 1.69 -0.70 1.61  -0.380
C: 2.34 -0.43 2.80  -0.065
C: 2.88 -1.55 3.41  -0.055
C: 2.83 -2.85 2.91  -0.058
C: 2.11 -3.07 1.80  -0.050
C: 1.56 -1.99 1.11  -0.103
H: 3.07 1.64 1.07  0.097
H: 1.73 2.77 1.01  0.106
H: 3.05 1.45 -1.30  0.078
H: 3.53 3.02 -0.77  0.146
H: 1.48 4.04 -1.54  0.128
H: 0.60 2.44 -1.51  0.109
H: 3.08 2.69 -3.41  0.101
H: 1.64 3.55 -3.85  0.099
H: 2.33 -1.30 -1.07  0.077
H: 4.67 -2.42 -0.48  0.116
H: 6.53 -1.87 -1.98  0.096
H: 6.20 -0.70 -4.14  0.132
H: 4.00 0.17 -4.71  0.101
H: 2.50 0.58 3.20  0.132
H: 3.33 -1.30 4.39  0.131
H: 3.43 -3.67 3.36  0.147
H: 1.94 -4.09 1.41  0.139
H: 0.96 -2.17 0.21  0.086
O: -0.73 -1.98 -4.85  0.245
C: -0.89 -1.57 -3.79  -0.210
C: -0.44 -2.16 -2.36  -0.264
O: 0.36 -2.97 -2.16  0.198
C: -1.13 -1.29 -1.36  -0.240
C: -1.67 -0.18 -1.92  -0.253
O: -2.14 0.70 -1.01  -0.197
C: -1.61 -0.16 -3.35  -0.286
O: -2.04 0.55 -4.21  0.154
O: -1.02 -1.39 -0.01  -0.229